A molecular structure, C3H2KO3. Source: OMol25; level of theory: ωB97M-V with the def2-TZVPD basis set.

Geometry as XYZ:
```
9
Properties=species:S:1:pos:R:3:forces:R:3
O 1.19308 -0.89341 -1.65015 0.0 -0.5 -0.2
C 1.30268 -2.09963 -1.67946 0.1 0.1 0.5
H 2.29341 -2.58219 -1.58768 -0.2 0.1 -0.2
H 0.41294 -2.75640 -1.71896 0.2 0.1 -0.1
O -0.57960 1.08316 0.75243 0.1 -0.1 0.0
K -0.43682 1.03931 -1.95907 0.0 0.2 0.0
O -1.38841 1.93100 1.36682 -0.2 0.3 0.1
C -1.34898 2.04570 2.59713 0.1 -0.2 -0.3
C -1.44830 2.23245 3.87895 0.0 0.1 0.2
```
Positions in Å, forces in eV/Å.

Values from the calculation:
F_max in eV Å⁻¹: 0.54
Frontier orbital gap (spin up / spin down) in eV: 7.3 / 7.3
2S+1: 1
Total charge: +1
Total energy in hartree: -940.6002